a:
Formula: C4H14O4
Source: the Open Molecules 2025 dataset
Level of theory: wB97M-V/def2-TZVPD

## Properties
Structure (SMILES): OCCCCO.O.O
Orbital gap in Eh: 0.3904
LUMO level in eV: 0.48

ORCA input file:
```
! RIJCOSX wB97M-V def2-TZVPD def2/J DEFGRID3
* xyz 0 1
O -2.25 -2.16 0.00
C -0.89 -1.76 -0.15
C -0.19 -1.41 1.15
C -0.71 -0.04 1.55
C -0.15 1.28 1.18
O -0.86 1.88 0.04
H -2.37 -2.54 0.91
H -0.47 -2.47 -0.92
H -1.10 -0.85 -0.76
H -0.66 -2.12 1.89
H 0.91 -1.52 1.12
H -0.88 -0.13 2.64
H -1.81 0.06 1.30
H 0.92 1.26 0.74
H -0.32 2.13 1.85
H -0.86 1.35 -0.76
O 1.15 0.96 -2.89
H 1.00 1.87 -2.63
H 0.40 0.66 -3.40
O 3.30 0.89 -0.10
H 2.75 0.20 0.30
H 3.32 0.67 -1.04
*
```

=====

b:
Formula: C4H14O4
Source: the Open Molecules 2025 dataset
Level of theory: wB97M-V/def2-TZVPD

## Properties
Structure (SMILES): OCCCCO.O.O
Orbital gap in Eh: 0.3743
LUMO level in eV: 0.19

ORCA input file:
```
! RIJCOSX wB97M-V def2-TZVPD def2/J DEFGRID3
* xyz 0 1
O -0.80 -2.73 -2.30
C -0.59 -1.86 -1.15
C -0.29 -0.41 -1.42
C 1.02 -0.04 -0.68
C 0.95 -0.33 0.86
O 2.24 -0.48 1.38
H -0.14 -2.50 -2.99
H -1.64 -2.01 -0.83
H 0.09 -2.33 -0.48
H -1.10 0.24 -1.09
H -0.19 -0.28 -2.49
H 1.14 1.04 -0.65
H 1.88 -0.51 -1.20
H 0.54 -1.27 1.16
H 0.22 0.41 1.16
H 2.80 0.29 1.16
O -2.22 2.22 0.90
H -2.93 1.56 1.09
H -2.61 2.96 1.41
O 0.29 2.67 1.81
H -0.41 2.74 2.47
H -0.15 2.22 1.09
*
```

=====

Which of the structures shown above is the most stable? The most stable is b.